This record from the OMol25 dataset describes a cluster of 2 separate species, C3H6INS2 in total. The level of theory is wB97M-V/def2-TZVPD.

ΔE to the lowest compared entry with this formula, charge and spin ... 47.5 kcal per mole
DFT total energy ... -34465.76372 eV
Orbital gap ... 0.29816 Ha
F_max ... 3.6 eV Å⁻¹
LUMO ... -0.9 eV

XYZ file:
```
13
Properties=species:S:1:pos:R:3:forces:R:3:lowdin_charge:R:1
C -2.667771 -2.094969 0.859636 -0.9 1.1 -0.3 -0.46
C 2.164530 0.574739 -0.057107 -0.6 -0.2 0.2 -0.48
C 1.039746 -0.457740 -0.365707 1.4 -2.0 2.6 -0.36
N 0.182014 -0.228078 -1.207063 -2.5 -2.1 -1.1 0.07
S -3.617890 -0.885908 1.163173 1.4 -1.7 -0.1 0.33
S 1.431311 1.908125 1.067761 1.1 -0.3 -0.2 0.65
I -3.448065 1.284981 -0.129879 0.1 0.2 -0.2 0.15
H -1.913104 -2.360932 0.093726 -0.5 0.5 0.6 -0.01
H 2.569480 0.919080 -1.045855 -0.5 0.1 1.0 0.08
H 3.025589 0.252048 0.564986 -0.7 -0.2 -0.4 0.05
H 0.816681 -1.537359 0.169046 1.4 2.8 -0.5 0.15
H 0.252001 0.541329 -1.794096 0.4 2.2 -1.0 0.03
H 0.165477 2.084682 0.681382 -0.1 -0.4 -0.6 -0.19
```
Positions in Å, forces in eV/Å.